{"formula": "C13H38N4O8P2Pd", "method": "ωB97M-V/def2-TZVPD", "largest_force_ha_per_bohr": 0.017, "total_charge": 4, "relative_energy_ev": 2.392, "orbital_gap_ev": 7.91, "species": ["Pd", "C", "O", "C", "O", "N", "N", "H", "H", "H", "H", "H", "H", "N", "C", "C", "N", "H", "H", "H", "H", "H", "H", "H", "H", "C", "O", "P", "O", "C", "O", "C", "H", "H", "H", "H", "H", "H", "H", "H", "H", "C", "C", "O", "P", "O", "C", "C", "O", "C", "C", "H", "H", "H", "H", "H", "H", "H", "H", "H", "H", "H", "H", "H", "H", "H"], "coordinates": [[-0.968, 0.707, -3.575], [2.798, -2.456, -5.582], [2.269, -1.621, -4.495], [1.164, -0.973, -4.610], [0.810, -0.268, -3.613], [0.412, -1.079, -5.718], [-0.731, -0.264, -5.842], [3.737, -2.839, -5.201], [2.981, -1.836, -6.459], [2.110, -3.276, -5.780], [0.733, -1.599, -6.525], [-1.495, -0.812, -6.234], [-0.518, 0.475, -6.510], [-0.552, 2.822, -3.687], [-1.798, 3.593, -3.396], [-2.940, 2.831, -4.011], [-2.848, 1.435, -3.463], [0.218, 3.123, -3.093], [-0.249, 3.008, -4.642], [-1.733, 4.610, -3.785], [-1.913, 3.653, -2.313], [-2.851, 2.775, -5.096], [-3.907, 3.271, -3.770], [-3.488, 0.810, -3.956], [-3.163, 1.442, -2.491], [2.428, -1.318, -0.516], [0.986, -1.624, -0.447], [-0.176, -0.615, -0.527], [-1.438, -1.491, -0.673], [-1.604, -2.965, -0.637], [1.529, 1.022, 2.011], [2.425, 2.126, 2.407], [2.775, -1.690, -1.474], [2.890, -1.858, 0.303], [2.588, -0.247, -0.424], [-1.263, -3.328, 0.328], [-1.016, -3.397, -1.441], [-2.665, -3.138, -0.772], [2.274, 2.390, 3.453], [2.199, 2.978, 1.774], [3.440, 1.777, 2.252], [1.987, -1.069, 6.137], [2.109, -0.701, 4.690], [0.834, 0.010, 4.298], [0.375, 0.588, 2.964], [-0.614, 1.721, 3.233], [-0.934, 2.378, 4.560], [-2.054, 1.647, 5.237], [-0.342, -0.486, 2.050], [-1.345, -1.382, 2.729], [-0.708, -2.668, 3.172], [2.908, -1.573, 6.434], [1.160, -1.756, 6.309], [1.871, -0.187, 6.764], [2.189, -1.562, 4.029], [2.908, 0.010, 4.495], [-1.196, 3.388, 4.263], [-0.015, 2.379, 5.140], [-2.954, 1.634, 4.624], [-2.292, 2.173, 6.163], [-1.765, 0.631, 5.512], [-2.115, -1.507, 1.973], [-1.767, -0.812, 3.557], [-0.247, -3.211, 2.347], [-1.481, -3.304, 3.608], [0.039, -2.499, 3.945]]}